No. 1
Formula: C31H54F6O25
Source: the OMol25 dataset
Level of theory: ωB97M-V/def2-TZVPD

```
! RIJCOSX wB97M-V def2-TZVPD def2/J DEFGRID3
* xyz 0 1
C -4.8908 -2.6957 0.8343
C -5.1909 -3.9385 0.0069
O -4.4209 -4.9106 0.6568
C -3.4079 -4.2943 1.3143
O -2.4445 -4.8466 1.7503
O -3.5425 -2.9729 1.2749
F -4.7095 -3.7774 -1.2734
H -5.4777 -2.7744 1.7562
H -5.0965 -1.7130 0.4275
H -6.2597 -4.1171 -0.1018
C 1.4571 -5.6409 1.0592
C 0.8089 -4.7599 2.1394
O 1.3013 -3.4823 1.7594
C 2.3850 -3.5944 0.9556
O 3.0026 -2.6743 0.5468
O 2.5356 -4.8791 0.5667
F 1.2010 -5.1591 3.3809
H 0.6630 -5.8413 0.3359
H 1.7578 -6.5937 1.4878
H -0.2751 -4.6829 2.0646
C -2.0792 1.8010 -3.5252
C -3.4095 1.5262 -2.8324
O -3.2278 0.1852 -2.4325
C -2.3610 -0.3973 -3.2855
O -2.2189 -1.5780 -3.3420
O -1.7564 0.5090 -4.0556
F -4.4422 1.5728 -3.7358
H -1.3423 2.0676 -2.7620
H -2.0563 2.5511 -4.3106
H -3.6144 2.1898 -1.9939
C 4.7408 0.2170 0.4593
C 5.6791 -0.4673 1.4516
O 6.8416 0.3102 1.1890
C 6.8182 0.8069 -0.0576
O 7.7620 1.2561 -0.6281
O 5.6147 0.5296 -0.6122
F 6.0178 -1.7535 1.1369
H 4.2829 1.1040 0.8864
H 3.9216 -0.4247 0.1346
H 5.4386 -0.4042 2.5100
C 2.9778 1.2518 -4.0789
C 1.4641 1.3753 -4.0230
O 1.2828 2.3553 -3.0135
C 2.4063 2.4498 -2.2554
O 2.5108 3.0117 -1.2149
O 3.3825 1.7569 -2.8152
F 0.8883 0.2317 -3.5315
H 3.3996 1.9135 -4.8399
H 3.3700 0.2536 -4.2546
H 0.9502 1.6087 -4.9529
C 1.8417 -1.6461 4.1349
C 2.6646 -1.0439 5.2336
O 2.7702 0.2819 4.7809
C 2.7782 0.2962 3.4330
O 3.0764 1.2007 2.7400
O 2.3282 -0.9209 2.9962
F 3.8905 -1.6113 5.3850
H 0.7726 -1.4351 4.1871
H 1.9833 -2.7148 4.0111
H 2.1784 -0.9676 6.2070
C -0.0884 -1.2088 -0.5457
C 0.8589 -0.0669 -0.1745
C -0.1451 1.1269 -0.1521
O -1.4423 0.5546 0.0808
C -1.3241 -0.8675 0.2458
H 0.2875 -2.2071 -0.3318
H -0.3920 -1.0776 -1.5867
H 1.6262 0.0305 -0.9436
H 1.3547 -0.2336 0.7819
H -0.1457 1.6896 -1.0783
H 0.0423 1.7146 0.7473
H -2.2480 -1.4266 0.1221
H -1.0730 -0.9324 1.3192
C -1.7046 5.8147 -2.5547
C -2.4812 6.0123 -1.2458
C -2.0585 4.8274 -0.3566
O -0.9840 4.1840 -1.0428
C -0.4796 5.0711 -2.0165
H -1.3931 6.7406 -3.0360
H -2.2677 5.2145 -3.2718
H -3.5603 6.0228 -1.3813
H -2.0448 6.9004 -0.7894
H -2.8220 4.0713 -0.1610
H -1.7634 5.2152 0.6240
H 0.0610 4.5500 -2.8055
H 0.2442 5.7479 -1.5466
C -1.3794 -4.6623 -1.0635
O -1.5923 -5.9810 -0.5998
H -0.4814 -4.5239 -1.6670
H -2.2097 -4.2803 -1.6660
H -1.2675 -3.9699 -0.2158
H -2.4634 -5.9768 -0.1905
C -0.9986 1.2816 3.1085
O -1.8062 1.2697 4.2789
H -1.4773 1.8635 2.3092
H -0.1165 1.8668 3.3592
H -0.8234 0.2631 2.7527
H -2.5535 0.6784 4.1564
C 2.3034 -2.4545 -3.0045
O 3.3906 -1.7477 -2.4359
H 2.5369 -3.5236 -2.9001
H 1.3778 -2.2477 -2.4647
H 2.1616 -2.2529 -4.0654
H 3.2246 -1.6869 -1.4921
C -4.5595 1.5448 2.0037
O -3.7413 0.4570 1.6255
H -5.2111 1.2070 2.8174
H -3.9178 2.3196 2.4330
H -5.2770 1.8666 1.2409
H -3.0098 0.7599 1.0693
C 0.9919 4.0174 1.1132
O 0.6706 3.9762 2.4781
H 0.1789 3.6231 0.4878
H 1.2756 5.0113 0.7501
H 1.8416 3.3643 0.9089
H -0.0475 4.5684 2.7074
*
```

HOMO-LUMO gap	9.75	eV
strongest force on any atom	0.0431	hartree/bohr
highest occupied orbital energy	-9.588	eV
DFT total energy	-100513.19309	eV


No. 2
Formula: C10H17N3O5RhS
Source: the OMol25 dataset
Level of theory: ωB97M-V/def2-TZVPD

```
! RIJCOSX wB97M-V def2-TZVPD def2/J DEFGRID3
* xyz 1 1
Rh 0.2681 -0.1750 -0.6980
O -1.7697 1.0133 -0.7877
C -2.7154 0.1355 -0.1950
C -2.6820 -1.2711 -0.8127
N -1.3746 -1.9462 -0.7136
C -1.0869 -2.7235 -1.9025
C -0.7142 -1.7476 -3.1415
O -0.8828 -2.2100 -4.2342
O -0.3174 -0.6253 -2.7569
C -1.1991 -2.7084 0.5036
C -0.6799 -1.8166 1.7253
O -0.8486 -2.2661 2.8266
O -0.1264 -0.7457 1.3726
H -1.9910 1.1285 -1.7241
H -2.4763 0.1097 0.8711
H -3.7306 0.5390 -0.3076
H -3.4496 -1.8718 -0.3135
H -2.9413 -1.1824 -1.8716
H -0.2087 -3.3583 -1.7607
H -1.9387 -3.3342 -2.2214
H -2.1249 -3.1876 0.8373
H -0.4237 -3.4681 0.3760
S 2.5592 -0.6196 -0.7350
C 2.1930 0.8141 0.2000
N 2.0277 1.9894 -0.4388
C 1.9593 3.2676 0.2623
C 2.6444 3.1515 1.6199
C 2.0849 1.9439 2.3603
N 2.2740 0.7718 1.5259
H 2.2100 2.0072 -1.4367
H 0.9118 3.5577 0.3907
H 2.4479 4.0247 -0.3525
H 2.4827 4.0595 2.1976
H 3.7180 3.0175 1.4781
H 1.0228 2.0816 2.5860
H 2.6145 1.7781 3.2987
H 2.2623 -0.1342 1.9733
*
```

HOMO-LUMO gap (alpha / beta)	5.46 / 6.17	eV
strongest force on any atom	0.0898	hartree/bohr
ΔE to the lowest compared entry with this formula, charge and spin	291.85	kJ/mol
highest occupied orbital energy (alpha / beta)	-12.275 / -12.434	eV
DFT total energy	-39188.88367	eV


No. 3
Formula: C20H60N10O10
Source: the OMol25 dataset
Level of theory: ωB97M-V/def2-TZVPD

```
! RIJCOSX wB97M-V def2-TZVPD def2/J DEFGRID3
* xyz 0 1
C 11.0744 12.2080 7.2937
O 10.9247 11.7163 8.3904
N 10.5952 13.3894 7.0142
N 11.9413 11.6109 6.4285
H 10.2527 13.8998 7.8700
H 10.8895 13.9868 6.2494
H 12.1941 11.9007 5.4690
H 12.2374 10.6561 6.6219
C 11.6438 12.3449 14.4996
O 12.5877 12.5939 13.7535
N 10.3667 12.9775 14.3207
N 11.7319 11.2605 15.3924
H 10.1784 13.5774 13.5846
H 9.5465 12.3800 14.5002
H 11.0392 11.1986 16.1511
H 12.3107 10.4581 15.0565
C 8.2598 9.6158 6.9345
O 8.8185 10.2226 6.0586
N 7.6306 8.3620 6.6162
N 8.2174 10.0440 8.2549
H 7.2943 8.2501 5.6954
H 7.0661 7.9184 7.3543
H 8.7157 10.9322 8.4017
H 8.4895 9.2524 8.8267
C 13.8318 10.7567 10.6976
O 14.3121 10.3096 9.6917
N 12.6197 11.1964 10.8766
N 14.5791 10.8239 11.8787
H 12.0130 11.1067 10.0764
H 12.2574 11.6869 11.7089
H 14.3316 11.6355 12.5017
H 15.5534 10.8716 11.6892
C 16.7925 13.5374 8.2390
O 16.8668 14.7596 8.1204
N 15.5885 12.8428 8.2343
N 17.9659 12.7361 8.1836
H 14.6886 13.2502 8.3986
H 15.4893 11.9058 8.6020
H 18.8066 13.2805 7.9597
H 17.9462 11.8592 7.6631
C 8.4855 10.2823 11.7907
C 7.8640 10.1950 13.1536
C 7.3706 8.8205 13.5875
O 8.7899 10.8547 14.1317
H 8.9729 11.2932 11.6183
H 7.6875 10.1075 11.0310
H 9.3140 9.5907 11.5669
H 7.0648 10.9516 13.1707
H 6.6598 8.4464 12.8568
H 6.8365 8.8319 14.5458
H 8.2977 8.2033 13.6477
H 9.6584 10.4339 14.1137
C 11.3038 8.4122 8.2895
C 12.5331 8.0095 7.3757
C 11.9493 7.3901 6.1032
O 13.2687 9.1541 7.0770
H 10.7167 7.4684 8.3948
H 10.7841 9.2371 7.7315
H 11.7788 8.7749 9.2552
H 13.1168 7.2174 7.8131
H 11.5029 8.1741 5.5254
H 11.1677 6.6335 6.1479
H 12.7103 6.9584 5.4340
H 13.3820 9.7378 7.8461
C 16.6328 5.7169 13.4914
C 17.0414 6.2356 12.1327
C 15.9387 6.8830 11.3011
O 18.0753 7.2702 12.4093
H 16.3688 6.5607 14.1688
H 17.5349 5.2151 13.8529
H 15.7779 5.0580 13.4138
H 17.5011 5.4078 11.5452
H 15.4481 7.7166 11.8454
H 15.1512 6.1906 10.9928
H 16.4307 7.2051 10.3621
H 18.3156 7.7366 11.5859
C 12.0034 7.2862 12.4358
C 11.8381 8.2802 13.6247
C 11.4056 7.5858 14.8867
O 12.9975 9.0616 13.8342
H 12.7671 6.5315 12.6607
H 12.4847 7.6999 11.5325
H 11.0824 6.7383 12.1044
H 11.0694 9.0030 13.3699
H 10.4619 7.0218 14.7216
H 11.1404 8.3164 15.6357
H 12.0960 6.8155 15.1810
H 13.5879 9.0841 13.0773
C 10.1841 13.9479 10.8602
C 10.9198 15.2003 10.2527
C 12.3328 14.7520 9.6970
O 10.1193 15.7084 9.0496
H 9.2495 14.3088 11.3255
H 10.7958 13.4270 11.6066
H 9.8329 13.2471 10.0840
H 10.9487 15.9772 11.0242
H 12.9893 14.5322 10.5606
H 12.8223 15.5857 9.1460
H 12.3157 13.8480 9.0849
H 9.2921 16.1172 9.3357
*
```

HOMO-LUMO gap	9.88	eV
strongest force on any atom	0.0834	hartree/bohr
ΔE to the lowest compared entry with this formula, charge and spin	183.21	kJ/mol
highest occupied orbital energy	-9.504	eV
DFT total energy	-57093.09901	eV


No. 4
Formula: C18H34NO4
Source: the OMol25 dataset
Level of theory: ωB97M-V/def2-TZVPD

```
! RIJCOSX wB97M-V def2-TZVPD def2/J DEFGRID3
* xyz 0 2
C -0.4160 0.1955 1.8850
C -1.7456 -0.1648 1.2077
C -1.6550 -1.4243 0.3417
C -0.8993 -1.2447 -0.9860
C -1.7977 -0.6334 -2.0718
C -1.1669 -0.2870 -3.4477
C -0.0258 -1.2393 -3.8434
C 1.4226 -0.7189 -3.6701
C 2.3136 -1.8149 -3.0537
C 2.0004 -0.3219 -5.0354
N 1.4982 0.4776 -2.7603
O 2.6946 0.8719 -2.5557
C 0.5376 1.6189 -2.9197
C 1.1867 2.7717 -3.6884
C 0.2222 2.1363 -1.5110
C -0.7454 1.1740 -3.6331
H -0.5965 0.6742 2.8462
H 0.1759 -0.7048 2.0640
H 0.1787 0.8787 1.2783
H -2.5055 -0.3231 1.9752
H -2.0790 0.6709 0.5826
H -1.1831 -2.2142 0.9335
H -2.6688 -1.7729 0.1122
H 0.0065 -0.6533 -0.8299
H -0.5946 -2.2403 -1.3190
H -2.5967 -1.3617 -2.2504
H -2.2963 0.2582 -1.6766
H -1.9596 -0.4505 -4.1835
H -0.1404 -1.4821 -4.9031
H -0.1570 -2.1794 -3.3103
H 2.9598 -1.3886 -2.2893
H 2.9576 -2.2652 -3.8108
H 1.7220 -2.6095 -2.5985
H 1.8995 -1.1734 -5.7116
H 3.0604 -0.0832 -4.9445
H 1.4749 0.5250 -5.4779
H 1.5870 2.4601 -4.6525
H 0.4124 3.5220 -3.8714
H 1.9790 3.2375 -3.1058
H -0.5358 1.5415 -1.0138
H -0.0960 3.1798 -1.5579
H 1.1301 2.0974 -0.9062
H -1.5478 1.8187 -3.2586
H -0.6654 1.3885 -4.7044
C -0.4176 -0.0541 8.7841
C -0.0198 -0.5457 7.4191
C 0.3770 0.5151 6.4121
O 0.0362 -0.1090 5.1700
C -0.9767 -0.9796 5.4094
O -1.6241 -1.5123 4.5696
O -1.1409 -1.1483 6.7423
H -1.1573 0.7434 8.7077
H -0.8487 -0.8646 9.3695
H 0.4584 0.3251 9.3110
H 0.7622 -1.3077 7.4894
H 1.4327 0.7711 6.4168
H -0.2272 1.4193 6.5249
*
```

HOMO-LUMO gap (alpha / beta)	8.70 / 9.91	eV
strongest force on any atom	0.0227	hartree/bohr
expectation value of S²	0.754
ΔE to the lowest compared entry with this formula, charge and spin	0.00	kJ/mol
highest occupied orbital energy (alpha / beta)	-7.975 / -9.186	eV
DFT total energy	-28896.30406	eV


No. 5
Formula: C21H22Cl2N4OS
Source: the OMol25 dataset
Level of theory: ωB97M-V/def2-TZVPD

```
! RIJCOSX wB97M-V def2-TZVPD def2/J DEFGRID3
* xyz 0 1
C 5.2594 -0.5434 -2.2620
H 6.2727 -0.7440 -1.9261
C 4.2612 -1.1746 -1.2966
N 2.9106 -0.9313 -1.7238
C 2.1690 0.1907 -1.4819
N 0.9985 0.0957 -2.0447
N 0.9356 -1.0966 -2.6467
C 2.0745 -1.7127 -2.4579
C 2.2880 -3.1403 -2.8004
H 3.3169 -3.3395 -3.0992
H 1.6193 -3.3868 -3.6257
C 1.9219 -3.9881 -1.5575
N 0.7000 -3.5299 -0.9426
C 0.7223 -2.5563 0.0041
O 1.7584 -2.2162 0.5593
C -0.5941 -1.9763 0.3646
C -1.5840 -1.7301 -0.5834
C -2.7854 -1.1722 -0.1950
C -3.0325 -0.8475 1.1356
C -2.0274 -1.0650 2.0695
C -0.8192 -1.6141 1.6892
H -0.0386 -1.7833 2.4163
H -2.1912 -0.7988 3.1037
C -4.3557 -0.2778 1.5372
H -5.1339 -1.0351 1.4402
H -4.3364 0.0685 2.5671
H -4.6230 0.5555 0.8906
H -3.5468 -0.9780 -0.9361
H -1.3985 -1.9225 -1.6300
H -0.1554 -3.6624 -1.4593
H 1.8167 -5.0383 -1.8372
H 2.7010 -3.8933 -0.7965
S 2.7184 1.4867 -0.4424
C 1.9216 0.9299 1.1192
C 0.5596 1.5016 1.3535
C -0.3749 1.5845 0.3295
C -1.6369 2.0950 0.5779
C -1.9832 2.5234 1.8546
C -1.0544 2.4380 2.8789
C 0.2081 1.9360 2.6269
H 0.9256 1.8795 3.4317
H -1.3245 2.7740 3.8676
Cl -3.5500 3.1659 2.1710
Cl -2.7699 2.1976 -0.7111
H -0.1275 1.2520 -0.6693
H 2.6090 1.2335 1.9083
H 1.8862 -0.1621 1.0759
H 4.3771 -0.7413 -0.2999
H 4.4146 -2.2528 -1.2276
H 5.1099 0.5332 -2.3006
H 5.1349 -0.9490 -3.2642
*
```

HOMO-LUMO gap	9.25	eV
strongest force on any atom	0.0203	hartree/bohr
highest occupied orbital energy	-8.642	eV
DFT total energy	-66023.68403	eV


No. 6
Formula: C24H23ClLuN2OP
Source: the OMol25 dataset
Level of theory: ωB97M-V/def2-TZVPD

```
! RIJCOSX wB97M-V def2-TZVPD def2/J DEFGRID3
* xyz 2 1
Lu -0.0851 -1.2352 0.3666
Cl -1.4098 -3.2364 0.0651
C 2.1549 -1.2746 -0.1149
O 3.2821 -1.0794 -0.1551
P -0.0762 0.0205 -2.3342
C 0.4954 1.5905 -3.1522
C 0.9566 -1.2001 -3.2433
C -1.6872 -0.1770 -3.2216
C 0.4030 -2.4545 -3.5518
C 1.2076 -3.4498 -4.0896
C 2.5666 -3.1978 -4.3138
C 3.1284 -1.9685 -3.9738
C 2.3249 -0.9724 -3.4315
H -0.6525 -2.6382 -3.3447
H 0.7475 -4.4047 -4.3467
H 3.1755 -3.9780 -4.7573
H 4.1881 -1.7873 -4.1282
H 2.7514 -0.0203 -3.1317
C 1.3648 2.4067 -2.4144
C 1.8153 3.6234 -2.9166
C 1.4435 4.0154 -4.2008
C 0.6123 3.2053 -4.9758
C 0.1364 2.0031 -4.4498
H 1.6687 2.0834 -1.4253
H 2.4656 4.2265 -2.2845
H 1.8097 4.9538 -4.5903
H 0.3362 3.4774 -5.9958
H -0.5118 1.3985 -5.0800
C -1.8188 -0.4769 -4.5883
C -3.0728 -0.7179 -5.1438
C -4.2135 -0.6533 -4.3354
C -4.0943 -0.3538 -2.9721
C -2.8411 -0.0755 -2.4294
H -0.9526 -0.5417 -5.2421
H -3.1524 -0.9544 -6.2031
H -5.2023 -0.8442 -4.7454
H -4.9552 -0.3280 -2.2962
H -2.7438 0.2038 -1.3780
H -0.4604 2.6643 0.1185
H -1.2096 2.5886 0.1327
N -0.2188 0.0779 6.5490
C -0.1771 0.0177 5.1844
C 0.3785 -1.1070 4.5605
C 0.3556 -1.1572 3.1798
N -0.2022 -0.1494 2.4348
C -0.6324 1.0010 3.0655
C -0.6470 1.1037 4.4349
H 0.0850 -0.6847 7.1460
H -0.6429 0.8775 7.0366
H 0.8205 -1.8609 5.2008
H 0.8084 -1.9906 2.6149
H -0.9443 1.8073 2.4028
H -0.9701 1.9788 4.9991
*
```

HOMO-LUMO gap	5.99	eV
strongest force on any atom	0.1177	hartree/bohr
ΔE to the lowest compared entry with this formula, charge and spin	25.79	kJ/mol
highest occupied orbital energy	-14.162	eV
DFT total energy	-85707.25512	eV